(i)
8
Properties=species:S:1:pos:R:3:mulliken_charge:R:1 method="wB97M-V/def2-TZVPD" lumo_ev=-0.76
O -2.51076 0.98194 0.07144 -0.42
C -1.47470 0.74644 0.65075 0.21
C -0.54067 -0.30260 0.15314 -0.28
O 0.54860 0.25616 -0.31085 -0.13
C 1.51726 -0.73707 -0.65753 0.33
O 2.66267 -0.54847 -0.44683 -0.36
H -1.21450 1.21613 1.62612 0.30
H 1.01210 -1.61253 -1.08622 0.35

(ii)
8
Properties=species:S:1:pos:R:3:mulliken_charge:R:1 method="wB97M-V/def2-TZVPD" lumo_ev=0.84
C -1.83364 0.29930 0.06933 0.76
C 1.27021 -0.21895 0.61191 -0.12
C 1.11509 0.03443 -0.62236 -0.13
O -2.52420 -0.62644 0.02615 -0.40
O -1.26130 1.26106 -0.00705 -0.35
O 0.18059 -0.91620 -0.40984 -0.49
H 1.51668 -0.52891 1.63450 0.38
H 1.53658 0.69571 -1.30263 0.35

(iii)
8
Properties=species:S:1:pos:R:3:mulliken_charge:R:1 method="wB97M-V/def2-TZVPD" lumo_ev=-1.28
O -0.48599 1.94470 0.28489 -0.39
C 0.13397 1.04996 0.79795 0.06
C 0.54255 -0.18285 -0.00594 0.50
O 1.68687 -0.56809 -0.01616 -0.46
C -0.53684 -0.91946 -0.79763 0.03
O -1.70728 -0.75961 -0.57297 -0.41
H 0.50729 1.08532 1.83906 0.33
H -0.14056 -1.64997 -1.52921 0.35

(iv)
8
Properties=species:S:1:pos:R:3:mulliken_charge:R:1 method="wB97M-V/def2-TZVPD" lumo_ev=0.80
C -1.04373 0.00686 0.16069 0.25
C 0.34144 0.79054 0.55886 0.18
C -0.76989 1.58045 -0.64865 -0.33
O -0.46486 0.08906 1.43173 -0.35
O -1.98849 0.99008 -0.08496 -0.25
O 0.02705 2.08270 0.49378 -0.25
H -0.87436 -0.93251 -0.38955 0.35
H 1.28448 0.46024 0.23964 0.41

What is the most stable structure shown above? It is (iii).